## w
The following is a DFT calculation (ωB97M-V/def2-TZVPD) of an isolated ion of composition C10H20NO2S and charge +1.

The geometry in XYZ format:
```
34
Properties=species:S:1:pos:R:3
C -1.57 -1.08 -1.45
N -0.33 -0.87 -1.23
C 0.22 0.44 -1.08
C -0.13 0.94 0.35
C 0.50 2.31 0.58
C 0.20 2.76 2.01
C -1.30 2.82 2.26
C -1.94 1.45 2.00
C -1.63 1.02 0.57
S 0.69 -2.29 -0.60
O -0.28 -3.27 -0.29
O 1.49 -1.70 0.41
C 1.65 -2.72 -2.08
C 2.60 -3.81 -1.64
H -1.95 -2.08 -1.33
H -2.22 -0.30 -1.85
H 1.30 0.38 -1.18
H -0.20 1.12 -1.82
H 0.30 0.23 1.06
H 0.08 3.03 -0.13
H 1.58 2.26 0.42
H 0.64 3.75 2.17
H 0.67 2.07 2.71
H -1.49 3.11 3.29
H -1.76 3.56 1.60
H -1.53 0.72 2.70
H -3.02 1.50 2.15
H -2.10 0.03 0.38
H -2.07 1.74 -0.13
H 0.94 -3.05 -2.82
H 2.17 -1.82 -2.40
H 3.25 -3.46 -0.84
H 2.04 -4.68 -1.29
H 3.22 -4.12 -2.48
```

Output
molar mass	218.342	g/mol
SMILES string	C=[N+](CC1CCCCC1)S(=O)(=O)CC
total charge	+1
HOMO-LUMO gap	9.270	eV

## x
The following is a DFT calculation (ωB97M-V/def2-TZVPD) of an isolated ion of composition C10H20NO2S and charge +1.

The geometry in XYZ format:
```
34
Properties=species:S:1:pos:R:3
C -2.64 2.25 -2.04
C -2.11 1.62 -1.00
S -2.39 -0.11 -0.88
C -2.20 -0.45 0.87
C -0.88 -0.08 1.56
C 0.03 -1.29 1.77
C 1.34 -0.95 2.47
C 2.42 -0.39 1.55
N 3.71 -0.34 2.24
C -1.07 -0.94 -1.80
C 0.34 -0.38 -1.64
C 0.57 0.92 -2.38
O 0.92 1.92 -1.83
O 0.31 0.83 -3.69
H -3.16 1.73 -2.83
H -2.57 3.33 -2.13
H -1.49 2.09 -0.25
H -3.02 0.13 1.29
H -2.43 -1.51 1.03
H -1.14 0.32 2.54
H -0.35 0.71 1.02
H 0.24 -1.80 0.82
H -0.53 -2.01 2.38
H 1.76 -1.86 2.90
H 1.18 -0.27 3.31
H 2.50 -1.03 0.67
H 2.14 0.61 1.19
H 4.41 -0.87 1.75
H 4.06 0.60 2.33
H -1.12 -1.99 -1.51
H -1.38 -0.87 -2.84
H 1.02 -1.12 -2.07
H 0.65 -0.22 -0.62
H 0.92 1.41 -4.19
```

Output
molar mass	218.342	g/mol
total charge	+1
HOMO-LUMO gap	8.475	eV

How do the structures above rank in stability at the extremes? x comes first and w comes last.